Molecular formula: C9H15CeClI2N2OP
Method: DFT, the ωB97M-V functional and the def2-TZVPD basis

**ΔE to the lowest compared entry with this formula, charge and spin**: 0.0 kcal per mole
**Orbital gap (spin up / spin down)**: 5.3 / 5.4 eV
**Electronic energy**: -2408.239073 Eh
**Net charge**: +2
**Spin multiplicity**: 2
**Largest force on an atom**: 5.96 eV Å⁻¹
**LUMO energy (spin up / spin down)**: -8.381 / -8.334 eV

```
32
Properties=species:S:1:pos:R:3:mulliken_charge:R:1
I 5.74 1.24 -1.96 -0.009
I 5.65 -1.47 -1.96 -0.004
Ce -0.71 0.32 0.25 1.109
P -1.24 0.12 -2.45 0.521
C 0.00 0.15 -3.77 -1.096
C -2.31 -1.31 -2.77 -1.147
H -3.12 1.59 -1.99 0.404
H -2.75 1.50 -3.72 0.403
H -1.74 2.49 -2.65 0.399
C -2.31 1.57 -2.73 -1.201
H -3.10 -1.36 -2.02 0.373
H -2.74 -1.21 -3.76 0.411
H -0.50 0.16 -4.74 0.389
H 0.64 -0.74 -3.69 0.366
H -1.72 -2.23 -2.72 0.377
H 0.63 1.05 -3.66 0.356
C 1.59 0.12 -0.80 0.157
O 2.69 0.10 -1.12 -0.005
Cl -3.22 0.06 0.70 -0.363
N 0.09 -2.13 2.44 -0.276
C 0.47 -0.97 3.04 1.071
C 0.84 -0.84 4.37 -0.787
C 1.11 0.41 4.88 -0.243
C 1.00 1.53 4.06 -0.833
C 0.62 1.39 2.75 -0.021
N 0.39 0.14 2.24 -0.275
H -0.15 -2.17 1.44 -0.040
H 0.14 -3.01 2.95 0.247
H 0.88 -1.76 4.95 0.388
H 1.42 0.51 5.93 0.423
H 1.22 2.51 4.46 0.434
H 0.49 2.22 2.05 0.471
```

***

Molecular formula: C9H15Cl2NRu
Method: DFT, the ωB97M-V functional and the def2-TZVPD basis

**Orbital gap (spin up / spin down)**: 4.3 / 7.4 eV
**Electronic energy**: -1421.795727 Eh
**Net charge**: -1
**Spin multiplicity**: 6
**Largest force on an atom**: 5.97 eV Å⁻¹
**LUMO energy (spin up / spin down)**: 3.005 / 2.979 eV

```
28
Properties=species:S:1:pos:R:3:mulliken_charge:R:1
Ru -1.23 -1.02 0.09 0.161
Cl -2.23 0.94 0.70 -0.570
Cl 0.07 -2.83 0.59 -0.585
C -2.41 -1.75 -1.01 -0.925
H -2.07 -2.64 -1.63 0.248
H -3.04 -1.13 -1.72 0.223
C 1.17 0.26 -0.13 -0.292
C 0.28 -0.19 -1.05 0.032
H 1.08 -0.05 0.95 0.304
C -0.33 0.87 -2.09 -0.548
H 0.54 -1.11 -1.59 0.361
C 0.80 1.84 -2.53 -0.857
H -0.75 0.32 -2.96 0.325
H -1.17 1.37 -1.56 0.248
C 1.54 2.40 -1.36 -0.580
H 1.43 1.26 -3.17 0.384
H 0.36 2.61 -3.16 0.365
C 2.17 1.29 -0.52 -0.819
H 2.21 3.19 -1.66 0.344
H 0.82 2.88 -0.71 0.292
H 2.98 0.80 -1.13 0.306
H 2.85 1.68 0.24 0.375
C -0.90 -2.06 4.66 -0.883
C -0.72 -1.34 3.42 0.407
N -0.56 -0.78 2.41 -0.104
H -0.03 -2.00 5.33 0.261
H -1.08 -3.12 4.42 0.248
H -1.78 -1.67 5.19 0.277
```

***

Molecular formula: C9H15ClSi
Method: DFT, the ωB97M-V functional and the def2-TZVPD basis

**ΔE to the lowest compared entry with this formula, charge and spin**: 146.7 kcal per mole
**Orbital gap (spin up / spin down)**: 7.5 / 7.3 eV
**Electronic energy**: -1101.388121 Eh
**Largest force on an atom**: 4.81 eV Å⁻¹
**LUMO energy (spin up / spin down)**: -0.163 / -0.553 eV

```
26
Properties=species:S:1:pos:R:3:mulliken_charge:R:1
C 0.08 0.29 1.23 0.667
C -0.58 0.60 0.07 0.209
C 1.47 0.69 1.32 0.249
C 1.21 1.03 -1.03 -0.245
C 2.11 1.11 0.12 -0.409
C -0.66 -0.29 2.44 -1.602
C 2.36 0.10 2.41 -1.690
C -2.29 0.76 -2.41 -1.251
C -1.12 -2.00 -1.92 -1.058
Si -1.66 -0.39 -1.03 0.616
Cl 1.14 2.20 -2.20 -0.158
H 2.60 2.05 0.13 0.380
H 2.89 0.31 -0.01 0.273
H -0.41 -0.12 3.48 0.376
H -0.33 -1.36 2.42 0.352
H -1.69 -0.27 2.16 0.373
H 2.01 0.38 3.38 0.430
H 3.38 0.51 2.25 0.405
H 2.48 -0.96 2.33 0.362
H -2.80 1.64 -2.15 0.380
H -1.39 0.87 -2.99 0.288
H -3.05 0.33 -2.98 0.404
H -1.35 -2.87 -1.41 0.389
H -1.50 -1.85 -3.02 0.263
H -0.02 -2.06 -2.05 0.314
H -2.91 -0.69 -0.54 -0.319
```

***

Molecular formula: C9H15IN4PbS2
Method: DFT, the ωB97M-V functional and the def2-TZVPD basis

**Orbital gap (spin up / spin down)**: 5.6 / 5.6 eV
**Electronic energy**: -1857.749936 Eh
**Largest force on an atom**: 3.67 eV Å⁻¹
**LUMO energy (spin up / spin down)**: -1.548 / -1.549 eV

```
32
Properties=species:S:1:pos:R:3:mulliken_charge:R:1
C -2.74 0.17 -2.85 -0.916
C 1.73 -0.40 -4.16 -1.050
H -2.87 -0.56 -2.03 0.256
H -3.37 -0.07 -3.72 0.363
H -2.99 1.16 -2.45 0.288
H 2.08 -1.06 -3.36 0.370
H 1.80 -0.93 -5.11 0.347
H 2.21 0.58 -4.17 0.346
Pb -0.57 0.04 -3.56 0.752
C 0.93 0.80 -1.97 -1.495
H 1.64 -0.01 -1.74 0.421
H 0.29 0.96 -1.09 0.512
H 1.48 1.70 -2.27 0.464
I -0.88 3.07 -3.16 -0.462
N 0.53 3.61 0.50 -0.321
C 0.35 2.57 1.34 0.515
N 0.02 1.35 0.99 -0.302
C -0.13 0.53 2.09 0.003
C 0.12 1.17 3.31 -0.526
S 0.56 2.83 3.08 -0.259
C -0.56 -0.84 1.94 0.398
C -0.88 -1.71 2.99 -0.533
S -1.37 -3.24 2.41 -0.253
C -1.13 -2.64 0.76 0.570
N -0.72 -1.40 0.69 -0.331
N -1.38 -3.44 -0.29 -0.388
H 0.73 4.51 0.91 0.187
H 0.27 3.53 -0.49 0.053
H 0.05 0.68 4.28 0.306
H -0.82 -1.43 4.03 0.321
H -1.65 -4.40 -0.11 0.186
H -1.24 -3.11 -1.23 0.173
```

***

Molecular formula: C9H15INO4PV
Method: DFT, the ωB97M-V functional and the def2-TZVPD basis

**Orbital gap**: 2.3 eV
**Electronic energy**: -2289.871274 Eh
**Net charge**: +1
**Largest force on an atom**: 6.27 eV Å⁻¹
**LUMO energy**: -9.402 eV

```
32
Properties=species:S:1:pos:R:3:mulliken_charge:R:1
O 1.55 -3.26 2.52 -0.327
O 0.94 -3.66 1.36 -0.165
C -0.11 -2.71 1.00 -0.272
P 0.73 -1.07 0.42 0.515
C -0.63 -0.67 -0.83 -0.933
C -1.62 0.51 -0.39 -0.020
C -2.39 0.27 1.00 -0.793
I -2.54 2.18 2.10 0.090
C 1.77 0.46 -0.04 0.201
C 3.03 0.41 -0.91 -0.473
C 3.79 1.68 -1.20 -0.197
N 3.54 3.02 -0.85 -0.460
C 2.36 3.02 -0.07 -0.308
C 1.47 1.90 0.39 -0.235
H 2.38 -2.80 2.26 0.354
H -0.72 -3.22 0.19 0.278
H -0.70 -2.54 1.98 0.320
H 1.86 -1.89 0.00 0.033
H 0.62 -0.57 1.77 0.125
H -0.11 -0.32 -1.79 0.437
H -1.29 -1.56 -1.12 0.493
H -2.43 0.57 -1.21 -0.162
H -1.14 1.54 -0.35 0.511
H -1.93 -0.53 1.66 0.265
H -3.48 0.01 0.74 0.391
H 3.39 -0.59 -1.33 0.256
H 4.74 1.54 -1.83 0.299
H 2.04 4.07 0.27 0.297
H 0.57 2.12 1.05 0.200
O -4.32 -0.77 -2.03 -0.733
V -5.21 0.71 -2.26 1.660
O -6.14 2.15 -2.51 -0.645
```

***

Molecular formula: C9H15N2
Method: DFT, the ωB97M-V functional and the def2-TZVPD basis

**ΔE to the lowest compared entry with this formula, charge and spin**: 157.9 kcal per mole
**Orbital gap (spin up / spin down)**: 6.9 / 7.0 eV
**Electronic energy**: -460.948187 Eh
**Net charge**: +1
**Largest force on an atom**: 5.40 eV Å⁻¹
**LUMO energy (spin up / spin down)**: -4.814 / -4.481 eV

```
26
Properties=species:S:1:pos:R:3:mulliken_charge:R:1
C -1.55 3.55 2.06 -0.734
C -0.53 2.94 1.23 -0.277
C -2.68 2.74 2.09 -0.262
C -1.13 1.82 0.72 -0.074
C 1.70 -0.67 -1.57 -0.919
C -0.33 -0.16 -1.02 -1.177
C 0.71 -1.23 -0.50 1.749
C 0.26 -2.73 -0.64 -1.846
C 0.91 -0.95 1.00 -1.216
N -2.40 1.75 1.22 -0.063
N 0.73 0.40 -1.82 0.089
H -1.64 4.49 2.52 0.392
H 0.44 3.27 1.21 0.476
H -3.71 2.77 2.38 0.401
H 2.68 -0.49 -1.06 0.306
H 1.76 -1.31 -2.42 0.369
H -1.19 -0.45 -1.55 0.423
H 0.92 -3.35 -0.21 0.477
H 0.04 -2.94 -1.67 0.462
H -0.73 -2.75 -0.14 0.421
H 0.78 0.12 1.28 0.318
H 1.85 -1.27 1.44 0.397
H 0.02 -1.55 1.51 0.291
H -3.02 1.02 0.91 0.216
H 1.19 1.25 -1.33 0.423
H 0.23 0.52 -2.71 0.357
```

***

Molecular formula: C9H15N2
Method: DFT, the ωB97M-V functional and the def2-TZVPD basis

**ΔE to the lowest compared entry with this formula, charge and spin**: 97.9 kcal per mole
**Orbital gap (spin up / spin down)**: 7.9 / 7.9 eV
**Electronic energy**: -461.043820 Eh
**Net charge**: +1
**Largest force on an atom**: 5.26 eV Å⁻¹
**LUMO energy (spin up / spin down)**: -4.154 / -4.154 eV

```
26
Properties=species:S:1:pos:R:3:mulliken_charge:R:1
C 2.22 1.14 -2.04 -0.206
C 1.25 1.28 -0.89 -0.047
C -1.73 0.36 0.83 1.054
C 3.45 1.65 -1.85 -0.746
C -0.09 -0.87 -1.40 -1.035
C 1.45 -2.63 0.98 -0.241
C 0.09 0.59 -0.79 0.641
C -2.05 1.11 2.09 -1.306
C -2.52 -0.83 0.57 -1.310
N -0.76 0.93 0.22 0.035
N 1.22 -3.40 1.77 -0.104
H 2.13 0.40 -2.90 0.197
H 1.44 2.11 -0.15 0.226
H 3.65 2.39 -1.09 0.241
H 4.41 1.45 -2.38 0.255
H 0.40 -0.88 -2.47 0.375
H -1.16 -0.95 -1.61 0.405
H 0.63 -1.66 -0.81 0.000
H -2.74 1.97 1.81 0.301
H -2.63 0.42 2.70 0.400
H -1.12 1.59 2.55 0.456
H -1.97 -1.59 1.14 0.353
H -2.50 -1.31 -0.48 0.258
H -3.56 -0.79 0.92 0.434
H -0.24 1.52 0.83 0.045
H 0.74 -4.01 2.45 0.319
```

***

Molecular formula: C9H15N5S
Method: DFT, the ωB97M-V functional and the def2-TZVPD basis

**ΔE to the lowest compared entry with this formula, charge and spin**: 80.3 kcal per mole
**Orbital gap (spin up / spin down)**: 4.8 / 4.8 eV
**Electronic energy**: -1023.691156 Eh
**Largest force on an atom**: 5.86 eV Å⁻¹
**LUMO energy (spin up / spin down)**: -2.632 / -2.633 eV

```
30
Properties=species:S:1:pos:R:3:mulliken_charge:R:1
C 1.50 -0.80 0.74 0.318
C -0.24 0.34 1.05 0.509
C 3.21 -0.76 -0.66 -0.596
C 2.67 -1.49 0.42 0.500
C -0.70 1.44 -3.66 -1.092
C -1.40 1.02 3.05 -1.734
C -2.64 -0.19 1.38 -1.594
C -0.69 0.26 -2.72 -0.106
C -1.55 0.88 1.57 0.795
N 0.43 -0.74 1.55 -0.700
N 0.35 0.90 0.00 -1.308
N 1.43 0.20 -0.20 1.480
N 2.48 0.29 -1.04 -0.971
N 3.17 -2.61 0.91 -0.440
S 0.79 -0.73 -3.10 -0.161
H 4.20 -0.80 -0.92 0.543
H -1.57 2.20 -3.33 0.240
H 0.23 1.83 -3.53 0.395
H -0.99 1.16 -4.68 0.312
H -1.00 1.83 3.52 0.353
H -0.92 0.10 3.27 0.430
H -2.38 0.94 3.43 0.465
H -2.31 -1.16 1.63 0.415
H -2.96 -0.13 0.38 0.376
H -3.70 -0.09 1.82 0.372
H -1.62 -0.52 -2.77 0.313
H -0.51 0.73 -1.72 0.084
H -1.99 1.71 0.99 0.298
H 2.60 -2.87 1.73 0.267
H 4.12 -2.95 0.89 0.238
```